One molecule with the formula C2H5NO in a non-equilibrium geometry. Source: the OMol25 dataset; level of theory: wB97M-V/def2-TZVPD.

Results
HOMO (spin up / spin down), eV: -8.78 / -8.78
Kohn-Sham gap (spin up / spin down), eV: 9.1 / 9.1
LUMO level (spin up / spin down), hartree: 0.0121 / 0.0121
Calculated total energy, Eh: -209.06214
Energy above the lowest of the compared OMol25 structures with the same formula, charge and spin, kcal per mole: 100.5
SMILES: C=[N+](C)[O-]

The geometry in ORCA input format:
```
! wB97M-V def2-TZVPD RIJCOSX def2/J DEFGRID3
* xyz 0 1
O 1.87 0.26 0.04
N 0.52 -0.03 0.13
C -0.47 0.99 0.02
C 0.18 -1.29 -0.01
H 0.76 -2.14 -0.20
H -0.78 -1.67 0.19
H -0.43 1.58 -0.88
H -0.31 1.87 0.79
H -1.35 0.44 -0.09
*
```

A 2-piece molecular cluster, C2H5NO overall in a non-equilibrium geometry. Source: the OMol25 dataset; level of theory: wB97M-V/def2-TZVPD.

Results
HOMO (spin up / spin down), eV: -9.31 / -9.31
Kohn-Sham gap (spin up / spin down), eV: 10.1 / 10.1
LUMO level (spin up / spin down), hartree: 0.0284 / 0.0284
Calculated total energy, Eh: -208.98537
Energy above the lowest of the compared OMol25 structures with the same formula, charge and spin, kcal per mole: 148.7

The geometry in ORCA input format:
```
! wB97M-V def2-TZVPD RIJCOSX def2/J DEFGRID3
* xyz 0 1
O -0.55 1.16 1.62
N -1.62 0.21 1.13
C -0.26 0.14 0.83
C 0.46 0.16 -0.47
H 0.35 -1.46 1.47
H 0.48 -0.81 -0.79
H -0.10 0.74 -1.27
H -2.13 0.46 0.28
H 1.50 0.52 -0.51
*
```

C2H5NO2 as an isolated structure in a non-equilibrium geometry. Source: the OMol25 dataset; level of theory: wB97M-V/def2-TZVPD.

Results
HOMO, eV: -10.04
Kohn-Sham gap, eV: 10.4
LUMO level, hartree: 0.0140
Calculated total energy, Eh: -284.33141
Energy above the lowest of the compared OMol25 structures with the same formula, charge and spin, kcal per mole: 85.3

The geometry in ORCA input format:
```
! wB97M-V def2-TZVPD RIJCOSX def2/J DEFGRID3
* xyz 0 1
O 1.81 0.14 -0.69
O 0.28 1.77 -1.18
N -0.29 -1.50 0.78
C -0.36 0.03 0.44
C 0.68 0.55 -0.62
H -0.72 1.74 -1.05
H -0.89 -2.08 -0.15
H 0.11 0.65 1.48
H -1.58 0.50 0.29
H 0.96 -1.79 0.69
*
```

A 2-piece molecular cluster, C2H5NO2 overall in a non-equilibrium geometry. Source: the OMol25 dataset; level of theory: wB97M-V/def2-TZVPD.

Results
HOMO (spin up / spin down), eV: -8.39 / -8.33
Kohn-Sham gap (spin up / spin down), eV: 7.6 / 7.5
LUMO level (spin up / spin down), hartree: -0.0308 / -0.0317
Calculated total energy, Eh: -284.21380
Energy above the lowest of the compared OMol25 structures with the same formula, charge and spin, kcal per mole: 159.1

The geometry in ORCA input format:
```
! wB97M-V def2-TZVPD RIJCOSX def2/J DEFGRID3
* xyz 0 1
O -1.27 -1.24 1.06
O -1.08 -0.88 -2.04
N -0.09 -1.95 0.51
C -0.30 -0.61 0.44
C 0.35 0.69 0.48
H -0.34 -2.44 -0.36
H -1.77 -0.25 -2.26
H 1.28 0.61 1.06
H -0.32 1.42 0.94
H 0.61 1.00 -0.53
*
```

One molecule with the formula C2H5NO2 in a non-equilibrium geometry. Source: the OMol25 dataset; level of theory: wB97M-V/def2-TZVPD.

Results
HOMO, eV: -9.18
Kohn-Sham gap, eV: 10.2
LUMO level, hartree: 0.0386
Calculated total energy, Eh: -284.35638
Energy above the lowest of the compared OMol25 structures with the same formula, charge and spin, kcal per mole: 69.6
SMILES: CO/C=N/O

The geometry in ORCA input format:
```
! wB97M-V def2-TZVPD RIJCOSX def2/J DEFGRID3
* xyz 0 1
O 0.64 2.08 -1.16
O 0.02 -1.22 -0.30
N 0.30 1.07 -0.27
C 0.25 -0.03 -0.88
C -0.43 -1.16 1.08
H -1.36 -1.69 1.12
H 0.37 2.91 -0.66
H -0.54 -0.09 1.35
H 0.48 -0.11 -1.95
H 0.27 -1.75 1.67
*
```

A 2-piece molecular cluster, C2H5NO2 overall in a non-equilibrium geometry. Source: the OMol25 dataset; level of theory: wB97M-V/def2-TZVPD.

Results
HOMO (spin up / spin down), eV: -8.52 / -8.52
Kohn-Sham gap (spin up / spin down), eV: 8.9 / 8.9
LUMO level (spin up / spin down), hartree: 0.0138 / 0.0138
Calculated total energy, Eh: -284.13600
Energy above the lowest of the compared OMol25 structures with the same formula, charge and spin, kcal per mole: 207.9

The geometry in ORCA input format:
```
! wB97M-V def2-TZVPD RIJCOSX def2/J DEFGRID3
* xyz 0 1
O -1.58 -0.05 0.36
O -1.91 -0.53 -1.00
N -0.85 0.97 0.49
C 1.22 0.53 -0.23
C 1.51 -0.51 0.46
H -1.17 1.77 0.00
H 0.79 -1.01 1.19
H -2.03 -1.38 -0.72
H 2.51 -1.04 0.38
H 1.50 1.25 -0.95
*
```